# 1
C5H10O | ωB97M-V/def2-TZVPD

Summary:
gap between HOMO and LUMO = 9.47 eV

Positions of all 16 atoms, in Å:
C (1.61, -0.42, 0.98)
C (1.38, 0.07, -0.45)
C (0.05, 0.79, -0.65)
C (-1.16, -0.10, -0.44)
C (-2.70, 0.16, 0.58)
O (-2.36, 0.60, -0.70)
H (0.88, -1.19, 1.26)
H (1.53, 0.40, 1.69)
H (2.61, -0.86, 1.09)
H (1.45, -0.77, -1.15)
H (2.19, 0.76, -0.73)
H (-0.03, 1.18, -1.67)
H (-0.04, 1.65, 0.02)
H (-1.13, -1.07, -0.95)
H (-3.08, -0.89, 0.42)
H (-1.20, -0.30, 0.71)

The net atomic charges from natural (NBO), expressed in e, are: -0.6131 -0.3983 -0.4111 -0.0693 0.0455 -0.5488 0.1990 0.2085 0.2171 0.1974 0.2117 0.2249 0.2204 0.1988 0.0824 0.2349


# 2
C5H10O | ωB97M-V/def2-TZVPD

Summary:
gap between HOMO and LUMO = 11.21 eV

Positions of all 16 atoms, in Å:
C (0.60, -1.67, 0.10)
C (0.44, -0.58, 1.15)
C (-0.81, 0.15, 0.72)
O (-0.98, 1.56, 0.65)
C (-0.79, 0.83, -0.57)
C (0.46, 1.28, -1.29)
H (-0.31, -2.28, 0.05)
H (1.45, -2.33, 0.30)
H (0.74, -1.25, -0.90)
H (0.34, -1.02, 2.15)
H (1.30, 0.10, 1.18)
H (-1.74, -0.34, 1.01)
H (-1.65, 0.65, -1.22)
H (1.34, 1.29, -0.64)
H (0.26, 2.31, -1.60)
H (0.69, 0.70, -2.19)

The net atomic charges from natural (NBO), expressed in e, are: -0.6007 -0.4345 0.0643 -0.4899 0.0469 -0.6425 0.2040 0.2123 0.2057 0.2107 0.2139 0.1794 0.1767 0.2161 0.2259 0.2117


# 3
C5H10O | ωB97M-V/def2-TZVPD

Summary:
gap between HOMO and LUMO = 10.72 eV

Positions of all 16 atoms, in Å:
C (-0.86, 0.44, -1.39)
C (-0.59, -0.05, -0.20)
C (-1.81, -0.54, 0.77)
C (0.67, -0.24, 0.54)
C (1.91, 0.01, -0.53)
O (0.80, 0.61, 1.64)
H (-0.09, 0.78, -2.07)
H (-1.87, 0.49, -1.76)
H (-2.73, -0.04, 0.47)
H (-1.62, -0.31, 1.82)
H (-1.91, -1.62, 0.66)
H (0.76, -1.26, 0.92)
H (2.83, -0.18, 0.02)
H (1.85, -0.67, -1.37)
H (1.92, 1.05, -0.87)
H (0.73, 1.52, 1.34)

The net atomic charges from natural (NBO), expressed in e, are: -0.4091 0.0112 -0.6462 0.0683 -0.6436 -0.7044 0.2004 0.2025 0.2075 0.2242 0.2109 0.1884 0.2134 0.2098 0.1987 0.4678


# 4
C5H10O | ωB97M-V/def2-TZVPD

Summary:
gap between HOMO and LUMO = 9.14 eV

Positions of all 16 atoms, in Å:
C (2.03, 0.70, -0.47)
C (-0.10, -0.62, 0.47)
O (0.85, -1.51, 0.79)
C (-0.98, -0.42, -0.73)
C (-1.97, 0.28, 0.21)
C (-0.98, -0.01, 1.31)
H (2.06, 1.70, -0.88)
H (2.33, 0.00, -1.27)
H (2.68, 0.71, 0.41)
H (1.42, -1.63, 0.02)
H (-0.63, 0.17, -1.58)
H (-1.34, -1.38, -1.10)
H (-2.94, -0.24, 0.28)
H (-2.18, 1.32, -0.05)
H (-1.00, 0.06, 2.39)
H (0.77, 0.85, 0.19)

The net atomic charges from natural (NBO), expressed in e, are: -0.9154 0.3104 -0.6586 -0.4476 -0.4042 -0.2903 0.2124 0.2102 0.2148 0.4832 0.2108 0.2102 0.2051 0.1943 0.2089 0.2558


# 5
C5H10O | ωB97M-V/def2-TZVPD

Summary:
gap between HOMO and LUMO = 10.03 eV

Positions of all 16 atoms, in Å:
C (-2.41, 0.38, -0.09)
C (-1.08, -0.36, -0.06)
C (0.11, 0.52, 0.13)
C (1.61, -0.84, 0.33)
C (2.60, 0.12, -0.16)
O (2.23, 1.11, -0.76)
H (-3.23, -0.33, -0.20)
H (-2.57, 0.93, 0.85)
H (-2.47, 1.10, -0.91)
H (-1.05, -1.11, 0.73)
H (-0.96, -0.89, -1.02)
H (0.10, 1.32, -0.66)
H (0.24, 1.03, 1.08)
H (1.16, -1.47, -0.41)
H (2.05, -1.54, 1.11)
H (3.67, 0.02, 0.05)

The net atomic charges from natural (NBO), expressed in e, are: -0.6054 -0.4519 -0.2393 -0.5636 0.3872 -0.5490 0.2137 0.2042 0.2056 0.1982 0.1963 0.2260 0.1940 0.2336 0.2267 0.1237


# 6
C5H10O | ωB97M-V/def2-TZVPD

Summary:
gap between HOMO and LUMO = 9.89 eV

Positions of all 16 atoms, in Å:
C (-1.05, 2.31, -1.20)
C (-0.44, 1.27, -0.69)
C (-0.87, 0.18, 0.18)
C (-0.85, 0.07, 1.51)
C (-1.15, -1.16, 2.28)
H (-0.46, 3.00, -1.76)
H (-2.09, 2.44, -0.92)
H (0.60, 1.05, -0.97)
H (-1.07, -0.80, -0.30)
H (-0.24, 0.84, 1.97)
H (-0.84, -1.06, 3.32)
H (-0.48, -1.98, 1.98)
H (-2.16, -1.53, 2.14)
O (3.62, -1.89, -2.70)
H (4.32, -1.26, -2.89)
H (3.17, -1.50, -1.94)

The net atomic charges from natural (NBO), expressed in e, are: -0.3856 -0.2043 -0.2289 -0.1724 -0.6589 0.2081 0.2024 0.1878 0.1949 0.1927 0.2212 0.2166 0.2263 -0.9335 0.4671 0.4666


# 7
C5H10O | ωB97M-V/def2-TZVPD

Summary:
gap between HOMO and LUMO = 11.06 eV

Positions of all 16 atoms, in Å:
O (-2.08, -0.08, 1.67)
C (-0.74, 0.29, 1.41)
C (-0.42, 0.20, -0.06)
C (0.90, 0.89, -0.45)
C (1.10, -0.20, -1.52)
C (0.07, -1.08, -0.76)
H (-2.14, -0.49, 2.55)
H (-0.57, 1.34, 1.71)
H (-0.04, -0.33, 2.00)
H (-1.26, 0.63, -0.62)
H (1.62, 0.79, 0.37)
H (0.83, 1.95, -0.71)
H (0.72, 0.11, -2.50)
H (2.10, -0.60, -1.65)
H (0.57, -1.77, -0.07)
H (-0.65, -1.64, -1.36)

The net atomic charges from natural (NBO), expressed in e, are: -0.7250 -0.0514 -0.2324 -0.3987 -0.3971 -0.3956 0.4702 0.1578 0.1574 0.2076 0.1935 0.2057 0.2018 0.2022 0.1960 0.2079


# 8
C5H10O | ωB97M-V/def2-TZVPD

Summary:
gap between HOMO and LUMO = 11.36 eV

Positions of all 16 atoms, in Å:
C (-1.49, 1.06, 0.02)
C (-1.35, -0.43, 0.33)
C (0.08, -0.84, 0.67)
C (1.01, -0.64, -0.50)
C (2.02, 0.42, -0.53)
O (2.38, -0.94, -0.30)
H (-0.89, 1.35, -0.85)
H (-1.16, 1.67, 0.87)
H (-2.54, 1.32, -0.20)
H (-1.69, -1.02, -0.53)
H (-2.02, -0.70, 1.16)
H (0.10, -1.91, 0.95)
H (0.46, -0.29, 1.54)
H (0.61, -0.99, -1.46)
H (2.35, 0.83, -1.49)
H (2.12, 1.09, 0.32)

The net atomic charges from natural (NBO), expressed in e, are: -0.6107 -0.3928 -0.4238 0.0576 -0.1141 -0.4916 0.2032 0.2021 0.2119 0.1951 0.2061 0.2174 0.2041 0.1767 0.1808 0.1781


# 9
C5H10O | ωB97M-V/def2-TZVPD

Summary:
gap between HOMO and LUMO = 9.24 eV

Positions of all 16 atoms, in Å:
C (1.99, 0.74, 0.88)
O (0.61, 1.18, 1.06)
C (-0.33, 0.06, 1.08)
C (-1.98, -0.48, 0.26)
C (-0.77, -0.83, -0.46)
C (-0.32, 0.05, -1.58)
H (2.71, 1.56, 1.07)
H (2.13, 0.42, -0.15)
H (2.26, -0.09, 1.55)
H (0.06, -0.57, 1.87)
H (-2.64, 0.31, -0.10)
H (-2.59, -1.34, 0.62)
H (-0.63, -1.92, -0.63)
H (0.72, -0.22, -1.78)
H (-0.35, 1.06, -1.16)
H (-0.87, 0.05, -2.53)

The net atomic charges from natural (NBO), expressed in e, are: -0.2488 -0.5593 0.0400 -0.3100 -0.2797 -0.6311 0.1968 0.1750 0.1711 0.1662 0.2109 0.2213 0.2082 0.2086 0.2215 0.2094


# 10
C5H10O | ωB97M-V/def2-TZVPD

Summary:
gap between HOMO and LUMO = 9.61 eV

Positions of all 16 atoms, in Å:
C (-1.51, -0.84, 0.70)
C (-0.76, 0.50, 0.84)
C (0.61, 0.05, 1.18)
C (0.83, 1.11, -0.57)
C (1.18, 0.01, -1.60)
O (-0.54, 1.27, -0.32)
H (-2.56, -0.66, 0.85)
H (-1.30, -1.22, -0.31)
H (-1.20, -1.64, 1.40)
H (-1.25, 1.17, 1.57)
H (0.66, -0.19, 2.27)
H (0.93, -0.83, 0.65)
H (1.16, 2.07, -1.03)
H (1.95, 0.33, -2.31)
H (1.52, -0.91, -1.14)
H (0.28, -0.23, -2.20)

The net atomic charges from natural (NBO), expressed in e, are: -0.6292 0.0414 -0.3863 0.1597 -0.6916 -0.5481 0.2105 0.2185 0.2132 0.1845 0.2118 0.1761 0.1861 0.2186 0.2071 0.2278


# 11
C5H10O | ωB97M-V/def2-TZVPD

Summary:
gap between HOMO and LUMO = 10.74 eV

Positions of all 16 atoms, in Å:
C (1.00, 0.23, 1.13)
C (-0.29, -0.49, 0.71)
C (-1.23, 0.69, 0.93)
O (-0.73, 1.23, -0.40)
C (-0.48, -0.17, -0.76)
C (0.61, -0.56, -1.75)
H (1.06, 0.35, 2.23)
H (0.78, 1.18, 0.54)
H (1.94, -0.18, 0.77)
H (-0.51, -1.51, 1.06)
H (-1.01, 1.23, 1.88)
H (-2.30, 0.59, 0.79)
H (-1.45, -0.53, -1.13)
H (0.42, -0.14, -2.74)
H (0.59, -1.65, -1.84)
H (1.61, -0.27, -1.42)

The net atomic charges from natural (NBO), expressed in e, are: -0.6560 -0.2688 -0.0786 -0.5480 0.1001 -0.6371 0.2072 0.2616 0.2037 0.2088 0.1904 0.1895 0.1716 0.2216 0.2193 0.2147


# 12
C5H10O | ωB97M-V/def2-TZVPD

Summary:
gap between HOMO and LUMO = 10.77 eV

Positions of all 16 atoms, in Å:
C (-0.46, -0.94, 1.43)
C (0.51, -0.30, 0.45)
C (0.48, -0.85, -1.00)
C (0.18, 0.58, -1.53)
C (0.12, 1.11, -0.09)
O (-1.18, 1.55, 0.23)
H (-0.51, -0.39, 2.37)
H (-1.47, -0.99, 1.01)
H (-0.14, -1.97, 1.67)
H (1.52, -0.31, 0.86)
H (1.41, -1.29, -1.35)
H (-0.33, -1.56, -1.18)
H (0.97, 1.02, -2.14)
H (-0.77, 0.69, -2.05)
H (0.86, 1.89, 0.14)
H (-1.20, 1.76, 1.17)

The net atomic charges from natural (NBO), expressed in e, are: -0.6115 -0.2400 -0.4016 -0.4220 0.1013 -0.7141 0.2005 0.2155 0.2134 0.2001 0.2047 0.2029 0.2074 0.2209 0.1559 0.4666


no.,LUMO (eV)
1,1.0
2,1.1
3,1.0
4,0.9
5,0.6
6,0.7
7,1.0
8,1.2
9,1.0
10,0.7
11,1.2
12,1.0